# C8H12ClNSi

The molecule C8H12ClNSi (the ωB97M-V functional and the def2-TZVPD basis, the Open Molecules 2025 dataset).

Summary:
**SMILES**: C[Si](C)(C)c1cnccc1Cl
**DFT total energy**: -1116.4225 Eh
**LUMO**: 0.02168 Eh
**Largest force on an atom**: 6.21 eV/A
**HOMO level**: -0.34719 hartree
**Gap between HOMO and LUMO**: 10.0373 eV

Geometry as ORCA input:
```
! RIJCOSX wB97M-V def2-TZVPD def2/J DEFGRID3
* xyz 0 1
C -1.474 -1.299 -0.664
Si -0.006 -0.108 -0.611
C 1.561 -1.082 -0.981
C -0.222 1.521 -1.606
C 0.105 0.202 1.328
C -0.718 -0.206 2.272
N -0.678 0.293 3.544
C 0.015 1.310 3.855
C 1.079 1.922 3.053
C 1.208 1.435 1.852
Cl 2.239 2.051 0.639
H -1.114 -2.340 -0.335
H -2.356 -0.913 -0.192
H -1.799 -1.341 -1.759
H 2.293 -0.299 -0.886
H 1.743 -1.884 -0.427
H 1.642 -1.365 -2.066
H -0.403 1.320 -2.717
H -1.114 2.109 -1.172
H 0.670 2.160 -1.602
H -1.427 -0.918 2.082
H 0.050 1.725 4.866
H 1.711 2.757 3.534
*
```

# C8H12ClNSi

The molecule C8H12ClNSi (the ωB97M-V functional and the def2-TZVPD basis, the Open Molecules 2025 dataset).

Summary:
**DFT total energy**: -1116.3808 Eh
**LUMO**: 0.00416 Eh
**Largest force on an atom**: 5.26 eV/A
**HOMO level**: -0.33561 hartree
**Gap between HOMO and LUMO**: 9.2455 eV

Geometry as ORCA input:
```
! RIJCOSX wB97M-V def2-TZVPD def2/J DEFGRID3
* xyz 0 1
C 3.299 -0.057 -0.008
C 3.236 -1.495 -0.005
C 0.919 -1.853 0.011
C 0.428 -0.621 0.006
C 2.199 0.687 -0.003
C -2.584 -1.023 0.150
C -1.373 1.238 -1.640
C -1.242 1.481 1.492
N 2.221 -2.276 0.006
Si -1.203 0.289 0.005
Cl 1.963 2.332 -0.001
H 4.289 0.393 -0.015
H 4.191 -2.012 -0.010
H 0.220 -2.690 0.020
H -2.707 -1.562 -0.786
H -2.355 -1.750 0.923
H -3.539 -0.569 0.398
H -1.148 0.596 -2.486
H -2.381 1.620 -1.773
H -0.692 2.082 -1.680
H -2.259 1.717 1.791
H -0.737 1.055 2.354
H -0.746 2.417 1.253
*
```

# C8H12FN6

A cluster of 2 separate species, C8H12FN6 in total (the ωB97M-V functional and the def2-TZVPD basis, the Open Molecules 2025 dataset).

Summary:
**DFT total energy**: -740.0409 Eh
**LUMO**: -0.11736 Eh
**Largest force on an atom**: 5.39 eV/A
**HOMO level**: -0.43014 hartree
**Gap between HOMO and LUMO**: 8.5112 eV

Geometry as ORCA input:
```
! RIJCOSX wB97M-V def2-TZVPD def2/J DEFGRID3
* xyz 1 1
C -1.896 3.254 0.261
C -0.782 2.834 -0.373
C -2.886 2.393 0.644
C -0.681 1.446 -0.726
C -2.830 1.030 0.364
C -1.675 0.622 -0.329
C 0.038 -2.588 0.532
C 2.867 -0.816 -0.334
N 1.120 -2.133 0.320
N -0.840 -3.349 1.179
N 3.464 -0.272 -1.394
N 3.474 -0.715 0.885
N -1.291 -0.743 -0.548
N 1.643 -1.276 -0.486
F -2.375 -1.689 -0.535
H -1.686 4.176 0.675
H -0.030 3.465 -0.740
H -3.799 2.811 1.123
H 0.146 0.864 -1.311
H -3.513 0.387 0.676
H -1.502 -2.874 1.767
H -1.034 -4.288 0.842
H 4.336 0.082 -1.271
H 3.083 -0.110 -2.277
H 4.524 -0.485 0.856
H 3.029 -1.273 1.710
H -0.905 -0.750 -1.511
*
```

# C8H12FO6

A cluster of 3 separate species, C8H12FO6 in total (the ωB97M-V functional and the def2-TZVPD basis, the Open Molecules 2025 dataset).

Summary:
**DFT total energy**: -863.2902 Eh
**LUMO**: 0.11201 Eh
**Largest force on an atom**: 11.52 eV/A
**HOMO level**: -0.17481 hartree
**Gap between HOMO and LUMO**: 7.8046 eV

Geometry as ORCA input:
```
! RIJCOSX wB97M-V def2-TZVPD def2/J DEFGRID3
* xyz -1 1
F 1.400 -2.579 -0.507
C -1.688 0.819 -0.783
C -1.488 0.108 -2.108
C -1.417 -1.392 -1.877
O -2.706 -1.765 -2.283
C -3.436 -0.753 -2.802
O -4.674 -0.779 -3.069
O -2.630 0.369 -2.852
H -2.281 0.183 -0.307
H -2.122 1.545 -1.192
H -0.949 1.057 -0.061
H -0.562 0.328 -2.637
H -1.246 -1.825 -0.991
H -0.862 -1.755 -2.677
C 2.349 1.268 0.569
C 1.592 0.247 1.337
C 2.444 -0.488 2.411
O 1.952 0.049 3.624
C 1.000 0.730 3.438
O 0.355 1.237 4.368
O 0.666 0.893 2.152
H 2.873 2.237 1.099
H 1.663 1.792 -0.185
H 3.045 0.778 -0.030
H 0.937 -0.445 0.853
H 3.451 -0.200 2.252
H 2.334 -1.657 2.260
*
```

# C8H12MnN2O7

A structure of composition C8H12MnN2O7 (the ωB97M-V functional and the def2-TZVPD basis, the Open Molecules 2025 dataset).

Summary:
**DFT total energy**: -2099.0475 Eh
**LUMO (spin up / spin down)**: -0.09710 / -0.10025 Eh
**Largest force on an atom**: 6.63 eV/A
**HOMO level (spin up / spin down)**: -0.28374 / -0.28375 hartree
**Gap between HOMO and LUMO (spin up / spin down)**: 5.0789 / 4.9933 eV

Geometry as ORCA input:
```
! RIJCOSX wB97M-V def2-TZVPD def2/J DEFGRID3
* xyz 0 6
Mn 1.188 1.650 2.749
O 0.666 0.516 1.149
H -0.032 -0.019 0.724
N 3.711 0.982 2.791
O 4.840 0.603 2.740
O 2.791 0.290 3.222
O 3.241 1.982 2.304
C -2.050 0.220 -1.088
C -2.763 1.502 -0.818
C -2.174 2.765 -1.474
O -3.251 3.342 -2.153
C -4.360 2.623 -1.968
O -5.448 3.014 -2.456
O -4.112 1.461 -1.343
H -2.246 -0.623 -0.426
H -0.997 0.498 -1.058
H -2.244 -0.095 -2.114
H -2.936 1.609 0.253
H -1.566 2.282 -2.239
H -1.751 3.413 -0.706
N 1.668 -1.846 0.718
C 0.733 -2.737 0.173
C 1.537 -3.677 -0.525
C 2.891 -3.515 -0.113
C 2.909 -2.377 0.711
H 1.460 -0.937 1.103
H -0.335 -2.589 0.110
H 1.107 -4.433 -1.164
H 3.810 -4.042 -0.320
H 3.713 -1.863 1.219
*
```

# C8H12N

A structure of composition C8H12N (the ωB97M-V functional and the def2-TZVPD basis, the Open Molecules 2025 dataset).

Summary:
**DFT total energy**: -366.3040 Eh
**LUMO**: -0.15189 Eh
**Largest force on an atom**: 4.35 eV/A
**HOMO level**: -0.52063 hartree
**Gap between HOMO and LUMO**: 10.0341 eV

Geometry as ORCA input:
```
! RIJCOSX wB97M-V def2-TZVPD def2/J DEFGRID3
* xyz 1 1
C -0.455 0.598 0.066
C 0.518 -0.120 -0.412
C -0.960 -0.367 1.143
C 1.207 0.898 -1.180
C 0.730 -2.089 1.896
C 0.060 -2.750 0.705
C 0.015 1.779 -0.720
C -0.833 2.491 -1.731
N 0.044 -1.364 0.798
H -0.846 -0.057 2.175
H -1.970 -0.658 0.921
H 2.226 1.145 -0.784
H 1.193 0.545 -2.249
H 0.165 -2.013 2.842
H 1.869 -1.982 1.899
H 0.665 -3.214 -0.200
H -0.832 -3.350 0.905
H 0.493 2.439 -0.083
H -0.258 3.192 -2.197
H -1.708 3.067 -1.336
H -1.324 1.812 -2.456
*
```

# C8H12N2O

A cluster of 2 separate species, C8H12N2O in total (the ωB97M-V functional and the def2-TZVPD basis, the Open Molecules 2025 dataset).

Summary:
**SMILES**: CNC(C)=O.c1ccncc1
**DFT total energy**: -496.6766 Eh
**LUMO**: 0.01274 Eh
**Largest force on an atom**: 4.78 eV/A
**HOMO level**: -0.31530 hartree
**Gap between HOMO and LUMO**: 8.9262 eV

Geometry as ORCA input:
```
! RIJCOSX wB97M-V def2-TZVPD def2/J DEFGRID3
* xyz 0 1
C 1.747 -0.507 1.495
N 0.889 0.310 0.620
C 0.104 1.290 1.098
C -0.590 2.158 0.103
O 0.008 1.482 2.275
H 1.638 -0.012 2.512
H 1.349 -1.552 1.438
H 2.786 -0.482 1.147
H 0.713 -0.074 -0.413
H -0.410 1.932 -1.003
H -0.384 3.247 0.260
H -1.706 1.961 0.208
C 0.453 -1.556 -1.073
C -0.210 -1.552 0.161
C -1.395 -0.808 0.314
N -1.908 -0.048 -0.701
C -1.245 -0.023 -1.833
C -0.057 -0.708 -2.050
H 1.387 -2.058 -1.238
H 0.055 -2.151 1.034
H -1.921 -0.883 1.269
H -1.700 0.622 -2.616
H 0.397 -0.589 -3.008
*
```

# C8H12N2O

The molecule C8H12N2O (the ωB97M-V functional and the def2-TZVPD basis, the Open Molecules 2025 dataset).

Summary:
**SMILES**: C=C(C)Cn1nccc1CO
**DFT total energy**: -496.6939 Eh
**LUMO**: 0.02732 Eh
**Largest force on an atom**: 3.14 eV/A
**HOMO level**: -0.34137 hartree
**Gap between HOMO and LUMO**: 10.0325 eV

Geometry as ORCA input:
```
! RIJCOSX wB97M-V def2-TZVPD def2/J DEFGRID3
* xyz 0 1
C 1.683 1.672 -0.071
C 0.631 1.369 -0.812
C -0.323 2.282 -1.485
C 0.243 -0.127 -0.942
N 0.576 -0.961 0.190
N 1.876 -1.264 0.420
C 1.809 -2.041 1.525
C 0.503 -2.245 1.908
C -0.268 -1.567 1.028
C -1.724 -1.373 1.054
O -2.338 -1.855 -0.120
H 1.969 2.632 0.150
H 2.361 0.854 0.360
H -1.016 2.768 -0.882
H -1.147 1.732 -2.058
H 0.231 3.072 -2.092
H -0.905 -0.131 -1.080
H 0.550 -0.656 -1.934
H 2.719 -2.410 1.904
H 0.337 -2.801 2.797
H -1.726 -0.282 0.859
H -2.197 -1.775 1.914
H -1.801 -2.632 -0.375
*
```

# C8H12N2O2S

A cluster of 2 separate species, C8H12N2O2S in total (the ωB97M-V functional and the def2-TZVPD basis, the Open Molecules 2025 dataset).

Summary:
**SMILES**: Nc1ccc(SO)cc1.CCN=O
**DFT total energy**: -970.0508 Eh
**LUMO**: -0.04578 Eh
**Largest force on an atom**: 6.01 eV/A
**HOMO level**: -0.25479 hartree
**Gap between HOMO and LUMO**: 5.6875 eV

Geometry as ORCA input:
```
! RIJCOSX wB97M-V def2-TZVPD def2/J DEFGRID3
* xyz 0 1
N 3.053 -2.232 -0.212
C 2.624 -0.971 -0.006
C 1.531 -0.581 0.769
C 1.126 0.747 0.897
C 1.723 1.756 0.135
S 0.850 3.330 -0.111
O -0.491 3.047 0.670
C 2.836 1.412 -0.621
C 3.283 0.123 -0.568
H 2.372 -2.925 0.067
H 3.813 -2.379 -0.889
H 1.041 -1.457 1.220
H 0.173 0.956 1.418
H -1.183 2.398 0.181
H 3.263 2.011 -1.432
H 4.183 -0.179 -1.183
C -2.978 -1.350 0.194
C -3.997 -0.321 -0.230
N -3.571 1.027 -0.135
O -2.330 1.356 -0.161
H -3.491 -2.240 0.256
H -2.111 -1.563 -0.546
H -2.716 -1.093 1.166
H -4.158 -0.523 -1.269
H -4.845 -0.350 0.391
*
```